[1]
The following is a quantum chemistry calculation of C2H4NO3P as an isolated structure in a non-equilibrium geometry, from OMol25.

Last column: Mulliken charge in e.
CARTESIAN COORDINATES (ANGSTROEM)
1 C 2.3787 0.5217 -0.4411  0.137
2 C 2.6278 -0.7594 -0.0966  -0.433
3 N 1.4358 -0.1007 0.2860  -0.150
4 O -1.1198 1.1630 0.3382  -0.410
5 O -1.1608 -1.2995 0.8066  -0.463
6 O -2.1616 -0.4091 -1.1020  -0.534
7 P -0.7812 -0.2142 -0.2740  0.572
8 H 2.5744 1.5524 -0.7583  0.298
9 H -0.4297 1.7603 0.5388  0.337
10 H -0.4727 -1.2283 1.4570  0.326
11 H -2.8908 -0.9863 -0.7546  0.320

Values from the calculation:
Calculated total energy (eV): -19056.8451
LUMO level (eV): -0.401
E_HOMO (eV): -8.5



[2]
The following is a quantum chemistry calculation of a 2-piece molecular cluster, C5H11NO2 overall in a non-equilibrium geometry, from OMol25.

Last column: Mulliken charge in e.
CARTESIAN COORDINATES (ANGSTROEM)
1 C 0.9264 -0.5915 1.7892  -0.336
2 N 0.1823 -1.0554 0.8847  -0.304
3 C -1.1715 -0.5543 0.8933  -0.842
4 C -1.3830 0.7893 0.1022  -0.563
5 C -0.4566 0.9730 -1.0864  -0.560
6 C 0.9747 1.3781 -0.8961  -0.009
7 O 1.5916 1.5311 0.1277  -0.478
8 H 0.6694 0.0450 2.6391  0.288
9 H 1.9755 -0.8618 1.7603  0.279
10 H -1.6463 -0.4744 1.8780  0.420
11 H -1.8897 -1.1859 0.3613  0.409
12 H -2.4545 0.7871 -0.0824  0.376
13 H -1.2074 1.6374 0.7705  0.283
14 H -0.5064 0.2482 -1.8963  0.357
15 H -0.8225 1.8873 -1.5847  0.370
16 H 1.5376 1.5097 -1.8427  0.384
17 O 1.0477 -2.3875 -1.4425  -0.662
18 H 1.9282 -1.9989 -1.5228  0.316
19 H 0.7045 -1.6765 -0.8523  0.275

Values from the calculation:
Calculated total energy (eV): -10946.8739
LUMO level (eV): 0.761
E_HOMO (eV): -10.0



[3]
The following is a quantum chemistry calculation of C8H15BiCl2N5 as an isolated structure in a non-equilibrium geometry, from OMol25.

Last column: Mulliken charge in e.
CARTESIAN COORDINATES (ANGSTROEM)
1 Bi 1.1947 -0.1101 0.2515  0.906
2 Cl -0.0946 -2.2204 -0.6170  -0.635
3 Cl 1.6993 2.2769 1.1901  -0.645
4 C 3.0274 -0.4949 -0.5049  -1.370
5 H 3.6916 0.3690 -0.6242  0.310
6 H 3.0353 -1.2214 -1.3080  0.284
7 C -0.2151 1.4194 -1.2813  -0.449
8 C 0.8588 0.8329 -1.7426  -0.392
9 H -0.1186 2.3579 -0.7831  0.519
10 C 0.8933 -0.2259 -2.8948  -0.703
11 H 1.9478 1.2832 -1.5963  0.765
12 C -0.3448 -0.0074 -3.7160  -0.956
13 H 1.8073 -0.0673 -3.4768  0.310
14 H 0.9227 -1.2949 -2.5913  0.390
15 C -1.6118 -0.0285 -2.8786  -0.633
16 H -0.2614 0.9611 -4.2061  0.325
17 H -0.4354 -0.7513 -4.4898  0.401
18 C -1.5694 1.0316 -1.8056  -0.694
19 H -2.5020 0.0885 -3.4873  0.351
20 H -1.7036 -0.9832 -2.3762  0.268
21 H -2.1658 1.8940 -2.0956  0.413
22 H -2.1647 0.6816 -0.9317  0.241
23 N -2.1888 -0.7320 5.5204  -0.563
24 N -1.0275 -0.5691 4.7644  1.144
25 N 0.1844 -0.8348 5.2875  -0.822
26 C 0.9354 -0.8333 4.1678  -0.170
27 N 0.2295 -0.6298 3.0521  0.050
28 N -1.0616 -0.5003 3.4357  -0.644
29 H -2.9573 -0.2639 5.0616  0.276
30 H -2.0078 -0.4310 6.4707  0.273
31 H 2.0025 -0.9967 4.2055  0.452

Values from the calculation:
Calculated total energy (eV): -46871.0221
LUMO level (spin up / spin down) (eV): 2.904 / 2.904
E_HOMO (spin up / spin down) (eV): -2.7 / -2.7
Total charge: -1



[4]
The following is a quantum chemistry calculation of an isolated ion of composition C13H26N3O3 and charge +1 in a non-equilibrium geometry, from OMol25.

Last column: Mulliken charge in e.
CARTESIAN COORDINATES (ANGSTROEM)
1 C -3.2128 1.5106 -1.5573  -0.984
2 C -1.8362 1.5841 -2.1520  0.655
3 O -1.4837 2.4702 -2.9097  -0.512
4 O -0.9582 0.5576 -1.8088  -0.277
5 C -0.0170 0.9164 -0.8061  -0.949
6 C -0.0363 -0.0504 0.3373  -0.410
7 C 0.6853 0.4533 1.6133  0.411
8 C -0.3686 1.1436 2.5177  -1.066
9 C 0.0431 2.5234 3.0156  0.308
10 C 0.0087 3.5551 1.8973  -1.552
11 O -0.8860 2.8642 4.0327  -0.557
12 N 1.0628 -0.8482 2.2316  -0.435
13 C 0.7419 -1.8563 1.3572  0.319
14 N 0.5289 -3.0964 1.7319  -0.261
15 N 0.6266 -1.3733 0.1074  0.592
16 C 0.1043 -2.2162 -0.9825  -1.042
17 C 1.1793 -2.5935 -2.0281  0.800
18 C 2.3601 -1.6292 -2.0548  -1.385
19 C 0.5267 -2.6987 -3.3988  -1.496
20 H -3.8996 1.8684 -2.3111  0.354
21 H -3.2604 2.1569 -0.6878  0.256
22 H -3.4714 0.4977 -1.2720  0.341
23 H -0.2653 1.8952 -0.3997  0.403
24 H 0.9725 0.9880 -1.2492  0.178
25 H -1.0599 -0.3089 0.5993  0.206
26 H 1.5284 1.0945 1.3888  0.648
27 H -1.3276 1.2320 2.0150  0.332
28 H -0.5211 0.5143 3.3861  0.416
29 H 1.0428 2.4906 3.4468  0.273
30 H 0.0704 4.5452 2.3422  0.511
31 H 0.8669 3.4726 1.2372  0.355
32 H -0.9180 3.4772 1.3383  0.427
33 H -1.2523 3.7260 3.8399  0.349
34 H 1.9674 -0.9111 2.6732  0.326
35 H 0.9388 -3.4700 2.5687  0.273
36 H -0.1017 -3.6890 1.2229  0.219
37 H -0.6998 -1.7150 -1.5071  0.343
38 H -0.3099 -3.1415 -0.6006  0.313
39 H 1.5921 -3.5698 -1.7814  0.263
40 H 2.0439 -0.5911 -2.0887  0.130
41 H 2.9841 -1.8282 -2.9171  0.492
42 H 2.9703 -1.7549 -1.1647  0.323
43 H -0.0805 -1.8190 -3.5950  0.317
44 H 1.2657 -2.8233 -4.1793  0.401
45 H -0.1447 -3.5527 -3.4489  0.390

Values from the calculation:
Calculated total energy (eV): -24509.2986
LUMO level (eV): -3.009
E_HOMO (eV): -13.2
Total charge: +1



[5]
The following is a quantum chemistry calculation of an isolated ion of composition C4H9N2S and charge +1 in a non-equilibrium geometry, from OMol25.

Last column: Mulliken charge in e.
CARTESIAN COORDINATES (ANGSTROEM)
1 C 0.4097 0.5690 -0.0931  0.883
2 C 0.1107 -0.9285 -0.4803  -0.782
3 C -2.1043 -0.3893 -0.0428  -0.267
4 C 0.9336 0.6772 1.3068  -1.216
5 N 1.1971 1.1035 -1.1112  -0.436
6 N -1.3013 -1.3708 -0.1634  -0.050
7 S -1.5205 1.1779 0.0891  0.135
8 H 0.1509 -0.9294 -1.5402  0.358
9 H 0.7637 -1.7438 -0.0291  0.320
10 H -3.1803 -0.6047 0.1428  0.388
11 H 1.9273 0.2449 1.2581  0.373
12 H 0.3878 -0.0101 2.0608  0.327
13 H 1.1019 1.7941 1.6468  0.368
14 H 1.2996 0.7259 -1.9929  0.154
15 H -1.6124 -2.3284 -0.0707  0.256
16 H 1.4367 2.0124 -0.9805  0.189

Values from the calculation:
Calculated total energy (eV): -18098.2114
LUMO level (spin up / spin down) (eV): -3.466 / -7.863
E_HOMO (spin up / spin down) (eV): -10.5 / -14.3
Total charge: +1
2S+1: 3



[6]
The following is a quantum chemistry calculation of one molecule with the formula C3H2Br2 in a non-equilibrium geometry, from OMol25.

Last column: Mulliken charge in e.
CARTESIAN COORDINATES (ANGSTROEM)
1 Br 3.1731 1.2826 -0.5221  -0.087
2 C 1.3496 1.0130 -0.6195  0.029
3 C 0.3203 1.0291 -1.4345  0.140
4 Br -0.4898 1.7919 -2.9182  -0.095
5 C 0.1265 0.1566 -0.2003  -0.443
6 H 0.1382 -0.8344 -0.4059  0.229
7 H -0.5732 0.3040 0.6228  0.226

Values from the calculation:
Calculated total energy (eV): -143225.1768
LUMO level (eV): 0.557
E_HOMO (eV): -9.1



[7]
The following is a quantum chemistry calculation of one molecule with the formula C3H3F3O in a non-equilibrium geometry, from OMol25.

Last column: Mulliken charge in e.
CARTESIAN COORDINATES (ANGSTROEM)
1 C 0.0483 0.2013 -0.0142  -1.051
2 C 1.3408 0.0129 0.8063  0.742
3 F 2.4613 0.2250 0.0674  -0.270
4 F 1.4114 0.8011 1.9072  -0.262
5 C 1.5933 -1.6245 1.6437  0.424
6 O 1.7244 -1.7280 2.7844  -0.347
7 F 1.5664 -2.5808 0.7018  -0.214
8 H -0.0213 -0.6511 -0.6034  0.338
9 H 0.2660 1.1116 -0.6758  0.300
10 H -0.7225 0.2535 0.6962  0.341

Values from the calculation:
Calculated total energy (eV): -13358.7923
LUMO level (eV): 0.836
E_HOMO (eV): -10.9



[8]
The following is a quantum chemistry calculation of a 3-piece molecular cluster, C25H63N6OPSSi overall in a non-equilibrium geometry, from OMol25.

Last column: Mulliken charge in e.
CARTESIAN COORDINATES (ANGSTROEM)
1 C -3.9190 0.5187 -0.5054  -1.165
2 C -3.0829 0.4395 0.7563  0.620
3 O -3.5412 -0.0858 1.7115  -0.620
4 N -1.7999 0.9445 0.7268  0.782
5 C -1.1840 0.9583 2.0480  -1.187
6 C -1.6994 2.2446 0.0334  -1.326
7 C -0.8763 2.0897 -1.2617  -0.138
8 C 0.6249 2.0580 -0.9663  0.892
9 C 1.3846 1.2033 -2.0106  -0.965
10 Si 1.7852 -0.5532 -1.4600  -0.523
11 C 3.5802 -0.9048 -2.0578  -1.423
12 C 4.6951 -0.4215 -1.1191  1.558
13 C 6.0354 -0.5467 -1.8904  -1.653
14 C 4.5751 1.0483 -0.7096  -1.061
15 C 1.6460 -0.8142 0.4124  0.642
16 C 2.1591 -2.1595 0.9783  0.102
17 N 1.0346 -2.7087 1.7709  -0.720
18 N 2.5021 -3.1395 -0.0571  -0.457
19 N 3.2520 -1.9861 1.9357  -0.587
20 P 0.5189 -2.0770 -2.5533  0.126
21 S -1.2854 -1.4326 -3.0048  -0.385
22 H -4.4813 1.4466 -0.4642  0.395
23 H -3.2708 0.5074 -1.3773  0.174
24 H -4.5913 -0.3150 -0.4877  0.327
25 H -0.1226 1.1664 1.9894  0.189
26 H -1.2690 -0.0227 2.4884  0.356
27 H -1.6169 1.7034 2.7138  0.405
28 H -2.6697 2.6704 -0.2001  0.413
29 H -1.1778 2.9717 0.6469  0.272
30 H -1.1912 1.1655 -1.7358  -0.108
31 H -1.0901 2.9042 -1.9500  0.483
32 H 0.8527 1.7977 0.0624  -0.789
33 H 0.9738 3.0798 -1.1012  0.111
34 H 2.3039 1.7188 -2.2598  0.485
35 H 0.8034 1.1713 -2.9309  0.741
36 H 3.7004 -0.3985 -3.0158  0.713
37 H 3.6352 -1.9815 -2.1907  0.510
38 H 4.7399 -1.0107 -0.2104  -0.274
39 H 5.8923 -1.3001 -2.6580  0.434
40 H 6.2552 0.3737 -2.4173  0.384
41 H 6.8516 -0.8826 -1.2606  0.400
42 H 5.5267 1.3357 -0.2742  0.683
43 H 4.4175 1.7037 -1.5622  0.285
44 H 3.7938 1.2495 0.0210  -0.416
45 H 0.5944 -0.7325 0.6664  0.478
46 H 2.1363 0.0319 0.8858  -0.886
47 H 0.3762 -3.1618 1.1375  0.248
48 H 1.4173 -3.4717 2.3252  0.351
49 H 2.1734 -4.0605 0.1927  0.293
50 H 3.4959 -3.1763 -0.2464  0.202
51 H 4.1178 -2.3629 1.5688  0.360
52 H 3.4317 -1.0056 2.1149  0.228
53 H 0.3816 -3.2304 -1.7573  0.017
54 H 1.2353 -2.4010 -3.7316  0.090
55 C -7.1905 -6.6482 -0.6527  -1.446
56 C -6.0078 -5.7216 -0.4097  -0.267
57 N -5.3478 -5.2964 -1.6288  0.173
58 C -4.0703 -4.6423 -1.3947  -1.095
59 C -4.0707 -3.3111 -0.6374  -0.411
60 C -6.2006 -4.6703 -2.6238  -0.685
61 C -6.9808 -3.4132 -2.2161  -0.943
62 H -6.8920 -7.5159 -1.2431  0.331
63 H -7.5793 -7.0058 0.3019  0.436
64 H -8.0090 -6.1429 -1.1673  0.295
65 H -5.2793 -6.2661 0.1975  0.423
66 H -6.3470 -4.8701 0.2008  0.227
67 H -3.5663 -4.5009 -2.3550  0.336
68 H -3.4370 -5.3459 -0.8427  0.401
69 H -4.4201 -2.4921 -1.2625  -0.055
70 H -3.0503 -3.0610 -0.3374  0.321
71 H -4.6757 -3.3450 0.2696  0.379
72 H -6.9204 -5.4168 -2.9708  0.374
73 H -5.5970 -4.4439 -3.5062  0.318
74 H -7.4438 -3.5126 -1.2332  0.243
75 H -7.7824 -3.2306 -2.9353  0.373
76 H -6.3502 -2.5254 -2.2113  0.272
77 C 3.1150 7.3572 3.2450  -1.454
78 C 2.7156 5.8969 3.3973  -0.338
79 N 2.1209 5.3342 2.2000  0.238
80 C 1.4991 4.0414 2.4189  -0.580
81 C 2.4035 2.8683 2.8204  -0.755
82 C 2.9085 5.4463 0.9840  -0.488
83 C 4.3063 4.8149 0.9765  -0.537
84 H 2.2662 7.9626 2.9242  0.332
85 H 3.4639 7.7443 4.2032  0.446
86 H 3.9262 7.4885 2.5276  0.299
87 H 1.9779 5.8368 4.2021  0.446
88 H 3.5937 5.3248 3.7363  0.264
89 H 0.9402 3.7627 1.5205  0.021
90 H 0.7395 4.1617 3.1985  0.407
91 H 2.9849 2.4958 1.9761  -0.169
92 H 1.7879 2.0354 3.1711  0.412
93 H 3.0877 3.1274 3.6283  0.416
94 H 3.0112 6.5077 0.7434  0.360
95 H 2.3295 5.0352 0.1523  0.110
96 H 4.8637 5.0254 1.8903  0.248
97 H 4.8875 5.2164 0.1434  0.421
98 H 4.2589 3.7353 0.8398  -0.163

Values from the calculation:
Calculated total energy (eV): -65937.1954
LUMO level (eV): 0.416
E_HOMO (eV): -7.8